i) 11
Properties=species:S:1:pos:R:3:lowdin_charge:R:1 method="wB97M-V/def2-TZVPD" smiles="O=S(=O)([O-])CCF" total_charge=-1 orbital_gap_ev=9.28
S 2.04840 0.15363 -0.00254 0.370
F -2.02207 0.27414 -0.14342 -0.134
O 2.02182 0.79616 1.28665 -0.385
O 2.10619 1.09387 -1.10869 -0.388
O 2.85744 -1.07724 -0.10030 -0.401
C 0.31257 -0.48610 -0.20409 -0.220
C -0.68141 0.68146 0.14510 -0.211
H 0.40401 -0.73794 -1.19025 0.039
H -0.59816 0.95566 1.22512 0.104
H -0.45711 1.65030 -0.49492 0.137
H 0.06022 -1.30547 0.46684 0.089

ii) 11
Properties=species:S:1:pos:R:3:lowdin_charge:R:1 method="wB97M-V/def2-TZVPD" smiles="C[C@@H](F)S(=O)(=O)[O-]" total_charge=-1 orbital_gap_ev=9.15
S 1.38311 -0.28306 -0.04608 0.371
F -0.26703 1.87094 -0.23061 -0.043
O 2.56315 0.38071 -0.54827 -0.365
O 1.38234 -0.40643 1.38761 -0.368
O 1.04958 -1.47567 -0.79913 -0.395
C -0.24212 0.54683 -0.42194 -0.486
C -1.28232 -0.16711 0.45019 -0.089
H -2.30086 0.29366 0.19710 0.092
H -0.28527 0.45935 -1.59728 0.152
H -0.98245 -1.16107 0.09453 0.061
H -1.01812 -0.05815 1.51389 0.071

Need the numbers? Relative energies in kcal/mol: i) 0.0; ii) 8.1.

i) 22
Properties=species:S:1:pos:R:3:lowdin_charge:R:1 method="wB97M-V/def2-TZVPD" total_charge=0 orbital_gap_ev="6.55 / 7.37"
S -1.89723 -0.07466 1.00570 0.937
S 1.81175 -1.10342 0.92184 1.015
N -0.43690 -1.31207 -1.02349 0.035
N 2.47565 0.72932 -0.83981 0.044
C -0.97565 1.30192 0.67018 -0.513
C 3.23818 -0.17830 1.15431 -0.411
C 3.34745 0.78441 0.19119 -0.259
C -2.16958 -2.66763 0.00918 -0.062
C 0.37046 -0.31666 -1.38360 -0.129
C -1.32163 -1.41332 -0.14931 -0.561
C 1.49702 -0.12549 -0.54430 -0.583
C -1.58663 2.45738 -0.09575 -0.161
H -1.30160 3.38647 0.42880 0.071
H -1.38302 2.46043 -1.15386 0.059
H 4.09898 1.55271 0.22755 0.100
H -1.53071 -3.27884 0.63471 0.088
H -3.13924 -2.57835 0.44585 0.067
H 0.04363 1.12946 0.50239 -0.015
H -2.71557 2.31363 0.07709 0.078
H 3.63348 -0.18480 2.12505 0.039
H -2.15279 -3.04219 -0.93464 0.045
H 0.09393 0.16003 -2.26907 0.114

ii) 22
Properties=species:S:1:pos:R:3:lowdin_charge:R:1 method="wB97M-V/def2-TZVPD" smiles="C=CCSC(=S)n1ccnc1C" total_charge=0 orbital_gap_ev=6.82
S 1.78106 0.35779 -1.88177 0.808
S 0.57281 2.66053 -0.41057 0.707
N -3.02794 -0.33630 -0.38666 0.079
N -0.71053 0.12740 -0.58192 -0.043
C -1.93179 0.45187 0.09716 -0.295
C -2.57134 -1.18650 -1.25456 -0.190
C -1.19135 -0.88760 -1.42180 -0.121
C 0.43646 1.05098 -0.88724 -0.938
C 2.75409 -0.11805 -0.34673 -0.463
C -2.11528 1.60290 0.89552 -0.091
C 1.97835 -1.21275 0.39842 -0.226
C 1.98470 -1.02792 1.84345 -0.018
H 3.79854 -0.26212 -0.57928 0.073
H -2.94044 -2.20050 -1.75929 0.146
H 1.69601 -2.42348 0.16334 0.169
H 2.75177 0.89375 0.03027 0.025
H -0.47516 -1.08840 -2.13164 0.036
H 1.43374 -1.89369 2.46089 0.081
H -1.23365 1.63666 1.59764 0.099
H 2.24055 -0.15901 2.48364 0.051
H -3.06609 1.57506 1.36277 0.080
H -2.16449 2.43939 0.30836 0.031

Need the numbers? Relative energies in kcal/mol: i) 0.0; ii) 38.0.

i) 7
Properties=species:S:1:pos:R:3:lowdin_charge:R:1 method="wB97M-V/def2-TZVPD" smiles=FCl.CF total_charge=0 orbital_gap_ev=10.30
Cl -0.60104 0.65581 -1.19161 0.677
F -0.77753 -0.16117 0.22125 -0.622
F 0.70701 0.14582 1.19322 -0.171
C 1.16516 -1.11228 0.86522 -0.123
H 1.89529 -1.03421 0.05340 0.080
H 0.32513 -1.73428 0.54229 0.077
H 1.64096 -1.56853 1.74020 0.082

ii) 7
Properties=species:S:1:pos:R:3:lowdin_charge:R:1 method="wB97M-V/def2-TZVPD" total_charge=0 orbital_gap_ev=11.06
Cl -0.36631 0.25231 -0.24083 0.758
F 2.05643 -0.62249 -0.10172 -0.085
F -2.32350 -0.24812 0.09578 -0.297
C 1.30660 0.42346 0.32742 -0.592
H 1.28709 0.43785 1.41724 0.073
H -2.19833 -0.78286 0.84828 0.075
H 1.70259 1.35049 -0.08249 0.069

Need the numbers? Relative energies in kcal/mol: i) 68.6; ii) 0.0.

i) 12
Properties=species:S:1:pos:R:3:lowdin_charge:R:1 method="wB97M-V/def2-TZVPD" smiles=Nc1ncc(Cl)n1S total_charge=0 orbital_gap_ev=8.63
Cl 2.32184 0.61861 0.13648 0.670
S 0.16940 -1.95492 0.14158 0.833
N -0.23323 -0.31561 0.00627 -0.436
N -1.48165 1.50408 -0.27934 0.096
N -2.61970 -0.58329 -0.09418 0.111
C 0.62961 0.79230 -0.02052 -0.772
C -0.14813 1.87804 -0.18882 -0.161
C -1.49921 0.20799 -0.16644 -0.520
H -2.51511 -1.49937 -0.55311 0.075
H 0.06731 -2.06801 1.47485 -0.116
H 0.18217 2.90901 -0.26819 0.108
H -3.46760 -0.08568 -0.41358 0.112

ii) 12
Properties=species:S:1:pos:R:3:lowdin_charge:R:1 method="wB97M-V/def2-TZVPD" smiles=Sc1nc(CCl)n[nH]1 total_charge=0 orbital_gap_ev=9.71
Cl 1.87478 1.65983 -1.73528 0.484
S -2.94537 -0.60848 0.79084 0.826
N -0.36082 0.55913 0.81912 0.149
N 0.46801 -1.14109 -0.51677 0.076
N -0.81132 -1.40074 -0.23454 -0.064
C -1.27070 -0.42189 0.47299 -0.815
C 0.69222 0.05777 0.05619 -0.495
C 1.92906 0.80881 -0.09403 -0.480
H -3.10506 0.73182 0.77028 -0.104
H -1.32162 -2.12380 -0.94955 0.239
H 2.89806 0.30898 -0.18328 0.062
H 1.95275 1.56966 0.80403 0.121

Need the numbers? Relative energies in kcal/mol: i) 0.0; ii) 22.6.

i) 20
Properties=species:S:1:pos:R:3:mulliken_spin:R:1 method="wB97M-V/def2-TZVPD" multiplicity=2 total_charge=+1 orbital_gap_ev="10.71 / 5.38"
O 0.46513 0.93579 1.34029 0.005
O 1.84791 -2.77911 -0.66893 0.001
O -2.04082 1.98035 0.77996 0.002
N 1.18285 1.00760 -1.51272 0.798
C 0.26574 -0.20066 0.48606 0.019
C 0.10198 0.20639 -0.95319 -0.009
C -0.78938 -1.12047 1.04836 0.010
H 0.18415 -0.64696 -1.68964 0.125
H 0.83082 1.70682 -2.17494 -0.010
H 1.04580 -3.18789 -1.02922 0.000
H -2.99373 2.00707 0.97211 0.000
H -1.63655 -1.46734 0.47372 -0.003
H -0.81347 0.69628 -1.27090 0.078
H -1.23076 -0.61410 1.91895 0.000
H 1.26637 -0.65269 0.53957 -0.008
H -0.32336 -1.99220 1.52078 0.001
H 1.78928 1.51106 -0.85357 -0.011
H -1.68199 2.75878 1.19906 0.000
H 1.92622 -1.89364 -1.00337 0.002
H 0.60381 1.74490 0.87765 0.000

ii) 20
Properties=species:S:1:pos:R:3:mulliken_spin:R:1 method="wB97M-V/def2-TZVPD" multiplicity=2 total_charge=+1 orbital_gap_ev="7.74 / 4.58"
O 0.36840 -2.34597 0.91154 0.011
O 0.65360 1.95211 3.01734 0.000
O -1.67436 -0.36129 3.12884 0.000
N -1.56752 0.46354 -1.13709 0.105
C 0.69364 0.35145 -1.67978 0.244
C 1.71446 -0.55572 -1.96797 0.392
C -0.73532 0.25368 -2.26268 0.038
H -0.70754 1.17556 -3.00703 0.086
H -0.18656 2.35547 2.96298 0.000
H 1.05355 1.23728 -1.18986 0.022
H -1.05768 0.01154 3.97583 0.000
H 1.87230 -1.20248 -2.85418 0.032
H -0.93683 -0.71642 2.46260 0.000
H 1.11907 -1.79655 1.19080 -0.002
H -2.50829 0.47253 -1.40615 -0.002
H 0.36749 -2.26818 -0.13513 -0.002
H 2.50917 -0.82728 -1.24051 0.043
H -0.75285 -0.64961 -2.93994 0.026
H 1.21546 2.62353 2.54003 0.000
H -1.44019 -0.17317 -0.36965 0.006

Need the numbers? Relative energies in kcal/mol: i) 0.0; ii) 39.5.

i) 10
Properties=species:S:1:pos:R:3:lowdin_charge:R:1 method="wB97M-V/def2-TZVPD" smiles="O=C1S[C@@H]1/N=C/S" total_charge=0 orbital_gap_ev=9.61
S -2.82751 -0.45367 0.18119 0.808
S 1.98981 1.22923 0.23853 0.905
O 2.52353 -1.44180 0.50707 0.083
N -0.37645 -0.26094 -0.65662 -0.036
C 1.99076 -0.47745 0.07577 -0.788
C -1.20390 0.15941 0.19794 -0.581
C 0.93709 -0.00003 -0.84258 -0.450
H -3.26233 0.25193 1.22758 -0.136
H 1.21042 0.08401 -1.88721 0.116
H -0.98141 0.90930 0.95833 0.079

ii) 10
Properties=species:S:1:pos:R:3:lowdin_charge:R:1 method="wB97M-V/def2-TZVPD" total_charge=0 orbital_gap_ev=7.67
S 2.54597 -1.22251 0.61679 0.782
S -1.47761 0.15814 0.63656 0.815
O -2.70534 -0.22441 -0.03741 -0.502
N -0.43742 -1.15620 0.67882 -0.216
C 0.84102 0.61353 -0.63966 -0.211
C -0.43369 1.01174 -0.58659 -0.162
C 1.22890 -0.49826 0.13634 -0.743
H -0.85429 1.84148 -1.12817 0.089
H 1.60337 1.07819 -1.25086 0.116
H -0.31091 -1.60171 1.57418 0.033

Need the numbers? Relative energies in kcal/mol: i) 0.0; ii) 33.8.